Computed, not measured: a 2-piece molecular cluster, C4H12 overall in a non-equilibrium geometry, with wB97M-V/def2-TZVPD.

Cartesian coordinates (Å):
1 C -0.0283 1.5205 -1.7202
2 C -1.3309 0.9926 -1.2297
3 H 0.1615 2.3702 -0.9841
4 H 0.6915 0.8846 -1.2696
5 H 0.0794 1.8334 -2.7734
6 H -1.3250 -0.0567 -1.0651
7 H -2.2512 1.3197 -1.6484
8 H -1.5790 1.3606 -0.2558
9 C 0.2412 -0.8655 1.8271
10 C 1.1433 -1.6856 0.9263
11 H -0.7063 -0.9724 1.4956
12 H 0.1512 -1.3026 2.8339
13 H 0.6908 0.1096 1.8592
14 H 0.4901 -2.5023 0.4912
15 H 1.5108 -1.2259 -0.0009
16 H 2.0609 -1.7801 1.5138

## Properties
maximum force	0.07012	hartree/bohr
E_LUMO	1.134	eV
2S+1	1
SMILES	CC.CC



Computed, not measured: a 2-piece molecular cluster, C4H12 overall in a non-equilibrium geometry, with wB97M-V/def2-TZVPD.

Cartesian coordinates (Å):
1 C 1.7537 -0.9601 -0.3784
2 C 1.8172 -1.0487 -1.9197
3 H 1.6089 -1.8970 0.1640
4 H 2.7582 -0.6656 -0.0659
5 H 0.9999 -0.2427 -0.0711
6 H 2.1142 -0.0637 -2.2459
7 H 0.8965 -1.3564 -2.4172
8 H 2.5254 -1.8340 -2.1805
9 C -2.4847 1.3080 1.3490
10 C -1.1221 0.6754 0.9250
11 H -2.9403 1.8411 0.5184
12 H -3.1298 0.5718 1.8127
13 H -2.2991 2.0529 2.1243
14 H -1.0920 -0.3595 1.2527
15 H -1.0331 0.6096 -0.1610
16 H -0.3730 1.3689 1.2936

## Properties
maximum force	0.03013	hartree/bohr
E_LUMO	1.082	eV
2S+1	1
SMILES	CC.CC



Computed, not measured: a 2-piece molecular cluster, C4H12 overall in a non-equilibrium geometry, with wB97M-V/def2-TZVPD.

Cartesian coordinates (Å):
1 C -0.7322 1.4475 -0.9619
2 C -1.0703 0.5818 -2.2229
3 H -0.1764 0.9277 -0.2037
4 H -0.2861 2.3614 -1.3402
5 H -1.7126 1.5194 -0.4763
6 H -0.6445 1.0292 -3.1227
7 H -2.1280 0.3424 -2.2692
8 H -0.5147 -0.3587 -2.1054
9 C 0.5667 -0.2873 1.6844
10 C 1.2651 -1.6532 1.6000
11 H 0.7062 0.3093 2.5818
12 H 0.9467 0.4273 0.9549
13 H -0.4727 -0.4807 1.4090
14 H 1.6061 -2.1923 2.4748
15 H 2.1086 -1.6759 0.9019
16 H 0.5381 -2.2982 1.0956

## Properties
maximum force	0.04228	hartree/bohr
E_LUMO	1.122	eV
2S+1	1
SMILES	CC.CC



Computed, not measured: a 2-piece molecular cluster, C4H12 overall in a non-equilibrium geometry, with wB97M-V/def2-TZVPD.

Cartesian coordinates (Å):
1 C 1.1205 -0.8109 -1.6314
2 C -0.0890 -1.7279 -1.4803
3 H 0.6362 0.1831 -1.5948
4 H 1.8459 -1.0766 -0.8011
5 H 1.6714 -0.9491 -2.5500
6 H -0.2533 -1.7906 -0.4424
7 H 0.1306 -2.7688 -1.6685
8 H -0.9957 -1.3075 -1.9579
9 C -0.6103 2.0545 1.4224
10 C -0.2936 0.5792 1.6477
11 H -0.7527 2.2667 0.3096
12 H -1.6053 2.1592 1.6388
13 H -0.0355 2.7160 1.9662
14 H 0.8423 0.3603 1.7151
15 H -0.7644 -0.1482 0.8551
16 H -0.8471 0.2603 2.5714

## Properties
maximum force	0.08562	hartree/bohr
E_LUMO	1.136	eV
2S+1	1
SMILES	CC.CC



Computed, not measured: a 2-piece molecular cluster, C4H12 overall in a non-equilibrium geometry, with wB97M-V/def2-TZVPD.

Cartesian coordinates (Å):
1 C 1.5631 0.9399 -0.4651
2 C 2.5299 1.7801 -1.2187
3 H 1.7065 -0.1162 -0.8103
4 H 1.6195 0.6837 0.6010
5 H 0.4441 1.2137 -0.5963
6 H 3.5706 1.3044 -1.2382
7 H 2.4469 2.7529 -0.7708
8 H 2.1902 2.0426 -2.1957
9 C -1.2674 -1.3126 0.8646
10 C -2.8078 -1.3642 0.8330
11 H -0.9310 -1.2736 -0.1541
12 H -0.8256 -0.3437 1.4176
13 H -0.7588 -2.1999 1.1920
14 H -3.3038 -0.7031 1.4672
15 H -3.1173 -2.3175 1.1875
16 H -3.1478 -1.3032 -0.1832

## Properties
maximum force	0.07710	hartree/bohr
E_LUMO	1.146	eV
2S+1	1
SMILES	CC.CC



Computed, not measured: a 2-piece molecular cluster, C4H12 overall in a non-equilibrium geometry, with wB97M-V/def2-TZVPD.

Cartesian coordinates (Å):
1 C 2.0309 1.3442 -0.3128
2 C 1.4733 0.7251 1.1434
3 H 3.0319 1.2886 -0.1311
4 H 1.8156 0.4392 -1.1203
5 H 1.5529 2.3242 -0.3341
6 H 1.8181 1.5401 1.9093
7 H 1.9196 -0.2492 1.4251
8 H 0.4056 0.8775 0.9836
9 C -2.3422 -1.5100 -0.5552
10 C -1.1352 -0.6192 -0.3891
11 H -2.2898 -2.2255 -1.2719
12 H -2.6035 -1.9159 0.3814
13 H -3.1827 -0.8816 -0.8714
14 H -1.3094 0.1272 0.5203
15 H -0.9160 0.0419 -1.2277
16 H -0.2690 -1.3067 -0.1495

## Properties
<S²>	0.75
maximum force	0.11133	hartree/bohr
E_LUMO (alpha / beta)	-3.333 / -11.151	eV
2S+1	2
charge	+1



Computed, not measured: a 2-piece molecular cluster, C4H12 overall in a non-equilibrium geometry, with wB97M-V/def2-TZVPD.

Cartesian coordinates (Å):
1 C -0.4742 -1.8339 -1.5627
2 C 0.2761 -2.2159 -0.2236
3 H -1.5159 -2.4971 -1.8039
4 H -0.8337 -0.8346 -1.3292
5 H 0.3170 -1.9117 -2.4039
6 H 0.9869 -1.6012 0.3529
7 H 0.7220 -3.2182 -0.2124
8 H -0.4896 -2.3866 0.6078
9 C 0.4762 1.7105 1.4588
10 C -0.2034 2.3866 0.2357
11 H -0.2142 0.9285 1.8714
12 H 1.4101 1.1659 1.3097
13 H 0.4528 2.5172 2.2157
14 H -0.0948 3.4764 0.1484
15 H -1.2195 2.2318 0.4248
16 H 0.0308 1.8455 -0.6304

## Properties
<S²>	0.75
maximum force	0.05670	hartree/bohr
E_LUMO (alpha / beta)	-3.568 / -11.844	eV
2S+1	2
charge	+1



Computed, not measured: a 2-piece molecular cluster, C4H12 overall in a non-equilibrium geometry, with wB97M-V/def2-TZVPD.

Cartesian coordinates (Å):
1 C 0.3730 -1.7278 2.2658
2 C 1.0613 -1.4134 0.9300
3 H -0.6534 -1.3654 2.3974
4 H 0.4115 -2.7461 2.7522
5 H 0.7503 -0.9975 3.0009
6 H 1.8406 -2.1769 0.6272
7 H 1.5582 -0.4586 0.6414
8 H 0.2989 -1.6349 0.1905
9 C -0.3857 1.5110 -2.3065
10 C -1.0451 1.7134 -0.9359
11 H -0.2821 2.3784 -2.9814
12 H 0.5481 0.9548 -2.1837
13 H -0.9433 0.7507 -2.8560
14 H -1.6527 2.6107 -0.9010
15 H -0.2256 1.8250 -0.0645
16 H -1.6539 0.7765 -0.5764

## Properties
<S²>	0.75
maximum force	0.06426	hartree/bohr
E_LUMO (alpha / beta)	-3.358 / -11.831	eV
2S+1	2
charge	+1



Number 1: energy -159.53104 a.u.. Number 2: energy -159.57002 a.u.. Number 3: energy -159.55201 a.u.. Number 4: energy -159.54641 a.u.. Number 5: energy -159.54556 a.u.. Number 6: energy -159.11702 a.u.. Number 7: energy -159.10732 a.u.. Number 8: energy -159.11896 a.u..